Density functional theory data (ωB97M-V/def2-TZVPD) for 16 unconnected molecules or ions with the total composition C66H87Br2ClN15O3PSi.

Cartesian coordinates (Å):
1 C 2.2783 -4.0930 6.6605
2 C 2.9189 -5.0036 5.5974
3 C 3.4471 -4.2187 4.3481
4 C 3.3340 -5.1732 3.1712
5 C 4.3286 -6.1330 3.0767
6 C 4.2561 -7.0134 2.0554
7 C 3.2402 -7.0051 1.1239
8 P 3.2210 -8.3119 -0.1833
9 O 3.4127 -7.5888 -1.6617
10 Cl 4.9732 -9.4872 -0.0036
11 C 2.2591 -6.0625 1.2194
12 C 2.3379 -5.1342 2.2528
13 C 1.2456 -4.0964 2.3007
14 O 1.3773 -2.9600 2.6242
15 C -0.1225 -4.5838 1.8700
16 C -1.2072 -4.0663 2.4936
17 C -2.4440 -4.5343 2.1077
18 C -3.6650 -3.9550 2.8064
19 C -3.9690 -2.4787 2.3181
20 C -3.9401 -1.4660 3.4903
21 C -3.4800 -0.0099 3.0973
22 C -2.2345 0.4369 3.8865
23 C -1.6328 1.7447 3.3121
24 C -0.4313 2.1989 4.1965
25 C 0.8717 1.4834 3.7481
26 Si 1.5659 2.3616 2.2002
27 C 1.1138 1.4314 0.5925
28 C 0.8975 4.1256 2.0559
29 C 3.4514 2.4116 2.3466
30 C 4.2107 1.3483 1.9605
31 C 5.5663 1.3533 2.0157
32 C 6.2266 2.4432 2.4873
33 C 5.5125 3.5260 2.8967
34 C 4.1225 3.5069 2.8259
35 C -2.5206 -5.5068 1.1406
36 C -3.8809 -6.0234 0.7916
37 Br -4.8524 -5.2935 -0.6956
38 C -4.4395 -6.9680 1.4975
39 C -5.8063 -7.5501 1.2593
40 Br -3.4542 -7.6647 3.0020
41 C -1.4127 -6.0003 0.5279
42 C -0.1978 -5.5312 0.8802
43 C 1.0847 -5.9897 0.2624
44 O 1.1646 -6.3108 -0.8700
45 H 3.0531 -3.5944 7.2543
46 H 1.5430 -3.3929 6.2576
47 H 1.7394 -4.7523 7.3563
48 H 2.1083 -5.6423 5.2131
49 H 3.6609 -5.6870 6.0216
50 H 2.7961 -3.3523 4.2445
51 H 4.4868 -3.9128 4.4794
52 H 5.1330 -6.1460 3.8015
53 H 5.0426 -7.7581 1.9775
54 H 3.5781 -8.3311 -2.2626
55 H -1.0753 -3.3247 3.2729
56 H -3.4050 -3.8809 3.8669
57 H -4.5401 -4.5801 2.6307
58 H -4.9167 -2.4975 1.7728
59 H -3.2189 -2.1614 1.5839
60 H -3.2838 -1.7800 4.3079
61 H -4.9796 -1.3421 3.8187
62 H -3.3351 0.0954 2.0195
63 H -4.2780 0.6939 3.3707
64 H -2.4832 0.6735 4.9291
65 H -1.4777 -0.3590 3.8400
66 H -1.2672 1.6445 2.2814
67 H -2.3855 2.5439 3.3234
68 H -0.6611 1.8339 5.2070
69 H -0.3041 3.2837 4.1832
70 H 0.6886 0.4168 3.5552
71 H 1.6405 1.5311 4.5320
72 H 0.7532 2.1358 -0.1624
73 H 0.3464 0.6938 0.8632
74 H 1.9688 0.8535 0.2251
75 H 1.0556 4.7180 2.9595
76 H 1.3144 4.5879 1.1552
77 H -0.1854 4.0350 1.8921
78 H 3.6996 0.4614 1.5985
79 H 6.0868 0.4651 1.6701
80 H 7.3112 2.4137 2.5352
81 H 6.0744 4.3808 3.2572
82 H 3.6074 4.4051 3.1517
83 H -6.1222 -8.0529 2.1808
84 H -6.5678 -6.8066 1.0183
85 H -5.7796 -8.3345 0.4943
86 H -1.4881 -6.7513 -0.2522
87 C -2.9768 -2.2263 -1.7253
88 C -3.5711 -1.1669 -0.9283
89 N -4.0400 -0.3231 -0.3060
90 H -3.7231 -2.7268 -2.3394
91 H -2.2119 -1.8357 -2.3963
92 H -2.5056 -2.9881 -1.1020
93 C 3.3249 5.7390 -1.9707
94 C 2.6862 6.4248 -0.8587
95 N 2.1833 6.9620 0.0226
96 H 2.6083 5.1474 -2.5395
97 H 3.7852 6.4435 -2.6627
98 H 4.1047 5.0593 -1.6271
99 C 4.7640 -0.9369 -1.8053
100 C 4.4921 0.4293 -1.4060
101 N 4.2680 1.5071 -1.0883
102 H 4.4900 -1.6381 -1.0188
103 H 4.2002 -1.2065 -2.6974
104 H 5.8210 -1.0808 -2.0239
105 C -6.5845 -3.8894 -4.7992
106 C -5.2452 -3.9636 -4.2380
107 N -4.1892 -4.0214 -3.7872
108 H -7.1616 -3.0896 -4.3456
109 H -6.5584 -3.7032 -5.8716
110 H -7.1349 -4.8155 -4.6423
111 C 6.9635 4.3426 7.1370
112 C 5.6108 4.1519 6.6420
113 N 4.5411 4.0006 6.2537
114 H 6.9838 4.3704 8.2253
115 H 7.6179 3.5333 6.8205
116 H 7.3954 5.2775 6.7784
117 C -5.7801 -0.2809 -7.5972
118 C -6.8247 -1.2944 -7.5251
119 N -7.6510 -2.0908 -7.4684
120 H -4.9606 -0.5992 -8.2388
121 H -6.1597 0.6508 -7.9944
122 H -5.3629 -0.0703 -6.6133
123 C -9.9759 -1.1096 -2.5531
124 C -9.7090 -2.3442 -3.2754
125 N -9.4984 -3.3175 -3.8465
126 H -10.9297 -1.1570 -2.0294
127 H -9.2021 -0.9099 -1.8125
128 H -10.0129 -0.2568 -3.2297
129 C 6.2701 -5.9320 -2.8582
130 C 7.4344 -5.4540 -2.1298
131 N 8.3528 -5.0747 -1.5547
132 H 5.6149 -5.1111 -3.1462
133 H 6.5596 -6.4532 -3.7702
134 H 5.6808 -6.6254 -2.2581
135 C -6.0593 4.2358 -9.6617
136 C -5.3834 3.1548 -8.9713
137 N -4.8435 2.3001 -8.4241
138 H -5.7495 5.2071 -9.2662
139 H -5.8399 4.2199 -10.7343
140 H -7.1420 4.1680 -9.5490
141 C 4.4565 0.6029 8.5552
142 C 5.8120 1.0180 8.2317
143 N 6.8805 1.3506 7.9774
144 H 3.8230 1.4621 8.7723
145 H 4.0021 0.0602 7.7270
146 H 4.4405 -0.0498 9.4274
147 C 1.7913 9.1645 -4.1200
148 C 2.9290 8.3408 -4.4997
149 N 3.8257 7.6898 -4.7969
150 H 2.1147 10.0865 -3.6388
151 H 1.1940 9.4373 -4.9891
152 H 1.1394 8.6397 -3.4221
153 C 8.5549 5.6951 1.5575
154 C 7.9468 6.3407 2.7107
155 N 7.4617 6.8435 3.6214
156 H 7.8207 5.1138 0.9993
157 H 8.9850 6.4276 0.8755
158 H 9.3522 5.0169 1.8591
159 C -2.6105 6.1048 -7.2562
160 C -4.0292 6.2840 -7.5187
161 N -5.1495 6.4255 -7.7256
162 H -2.2148 5.2464 -7.7981
163 H -2.0391 6.9807 -7.5608
164 H -2.4234 5.9403 -6.1959
165 C -8.0894 3.4267 -13.6047
166 C -6.7621 3.3476 -13.0149
167 N -5.7149 3.2853 -12.5485
168 H -8.6730 4.2310 -13.1581
169 H -8.0345 3.6146 -14.6761
170 H -8.6414 2.4989 -13.4602
171 C -0.0238 8.4411 2.9917
172 C -0.7569 7.1855 3.0034
173 N -1.3222 6.1870 3.0087
174 H 0.6859 8.4730 2.1644
175 H -0.6969 9.2912 2.8850
176 H 0.5383 8.5789 3.9145

F_max: 2.65 eV Å⁻¹
2S+1: 1
HOMO-LUMO gap: 7.890 eV
HOMO energy: -8.4361 eV

Atom charges from the Mulliken analysis, given in e for atoms 1 to 4: atom 1 (C): -1.320, atom 2 (C): -0.390, atom 3 (C): -0.808, atom 4 (C): 0.395